The following is a DFT calculation (the ωB97M-V functional and the def2-TZVPD basis) of C29H24Cl2N6O3OsS as an isolated structure in a non-equilibrium geometry.

Positions of all 66 atoms, in Å:
1 Os -0.2488 2.9623 0.0094
2 Cl 2.9953 -0.9691 4.4552
3 C 2.6484 0.1584 3.2447
4 C 1.3431 0.5067 3.0107
5 C 1.0485 1.3993 1.9831
6 N -0.2114 1.8159 1.6269
7 C -1.4236 1.2853 2.0660
8 O -1.5686 0.3954 2.8603
9 C -2.5962 1.9558 1.3844
10 C -3.8760 1.6387 1.7548
11 C -4.9383 2.2052 1.0584
12 C -4.6704 3.0828 0.0219
13 C -3.3564 3.3738 -0.2833
14 N -2.3223 2.8238 0.3740
15 C 2.1378 1.9568 1.1563
16 C 3.4499 1.6299 1.4424
17 C 3.7197 0.7437 2.4672
18 Cl 5.3182 0.3444 2.8001
19 N 1.7095 2.7849 0.1266
20 C 2.5211 3.5154 -0.7464
21 O 3.7194 3.5150 -0.7821
22 C 1.6761 4.3457 -1.6887
23 C 2.2789 5.1618 -2.6102
24 C 1.4819 5.9176 -3.4630
25 C 0.1041 5.8236 -3.3540
26 C -0.4369 4.9814 -2.4047
27 N 0.3230 4.2450 -1.5759
28 H 0.5529 0.1021 3.6216
29 H -4.0211 0.9494 2.5744
30 H -5.9593 1.9598 1.3229
31 H -5.4661 3.5423 -0.5488
32 H -3.1168 4.0670 -1.0750
33 H 4.2551 2.0582 0.8709
34 H 3.3603 5.1927 -2.6439
35 H 1.9321 6.5669 -4.2024
36 H -0.5526 6.3944 -3.9959
37 H -1.5064 4.8818 -2.3037
38 C -1.4319 -3.7001 2.5918
39 C -0.2863 -4.0040 1.6283
40 C 0.5599 -2.7810 1.3091
41 N -0.2198 -1.7563 0.5862
42 C 0.0963 -1.0690 -0.4828
43 S -0.9049 0.2504 -0.9848
44 N 1.2075 -1.3762 -1.2161
45 C 1.7256 -2.6370 -1.6884
46 O 2.8736 -2.6556 -2.0349
47 C 0.7991 -3.7941 -1.7796
48 C 1.3544 -5.0659 -1.6577
49 C 0.5551 -6.1854 -1.8041
50 C -0.7938 -6.0398 -2.1098
51 C -1.3422 -4.7728 -2.2671
52 C -0.5498 -3.6492 -2.0981
53 H -1.9349 -4.6225 2.8788
54 H -2.1911 -3.0496 2.1425
55 H -1.0669 -3.2235 3.5062
56 H -0.6694 -4.4303 0.6999
57 H 0.3795 -4.7461 2.0729
58 H 1.4337 -3.0560 0.7363
59 H 0.8977 -2.3190 2.2432
60 H -1.0553 -1.4564 1.0651
61 H 1.6397 -0.5949 -1.6841
62 H 2.4143 -5.1613 -1.4501
63 H 0.9866 -7.1735 -1.7005
64 H -1.4150 -6.9163 -2.2499
65 H -2.3843 -4.6606 -2.5399
66 H -0.9810 -2.6677 -2.2668

Values from the calculation:
spin multiplicity: 5
<S²>: 6.0346
molar mass: 797.75 g/mol
frontier orbital gap (spin up / spin down): 7.64 / 4.85 eV
HOMO energy (spin up / spin down): -13.92 / -13.95 eV
total charge: +2